Entry 1:
Density functional theory data (the ωB97M-V functional and the def2-TZVPD basis) for a single C10H8N4O3S2 molecule at a distorted geometry.

Geometry as XYZ:
```
27
Properties=species:S:1:pos:R:3:forces:R:3:lowdin_charge:R:1
O -2.843678 -2.469524 -5.471897 0.15 0.61 -0.18 0.08
O -2.074103 -0.478239 -5.993083 -0.45 -1.81 1.49 0.06
S 1.022883 -0.091597 5.935809 -0.09 0.24 -1.28 0.60
N 0.335574 0.228497 0.456950 -1.06 -0.83 -0.35 0.03
N -0.543271 -0.653012 0.158192 0.66 0.18 1.88 0.04
O 2.213407 2.078472 1.459906 -0.01 0.04 2.22 0.11
S -0.088514 -0.569481 3.143368 0.23 0.19 -0.02 1.02
C 0.918356 0.260189 4.305295 0.00 0.42 0.80 -1.09
C 0.554994 0.400970 1.814500 0.23 -0.17 0.16 -0.49
C 1.477906 1.305897 2.309270 -0.62 -0.51 -1.79 -0.31
C -1.667061 -2.016250 -1.502053 -0.33 -0.47 -1.03 0.00
C -0.596546 0.004648 -2.207659 -0.58 -0.91 0.03 -0.01
C -2.095820 -2.230311 -2.834233 -0.56 0.11 -0.14 0.03
C -1.027232 -0.187844 -3.511070 0.46 0.62 0.14 0.00
C -0.910443 -0.903168 -1.171167 0.68 1.49 -1.29 -0.25
C -1.819001 -1.284928 -3.846605 0.94 0.07 2.23 -0.16
N 1.597790 1.314724 3.685206 0.30 0.18 -1.20 -0.14
N -2.282543 -1.421946 -5.193769 -0.12 0.57 -1.87 -0.34
C 2.572172 2.176352 4.346575 1.41 -0.07 0.17 -0.04
H 2.056533 1.790454 0.554639 -0.37 -0.26 -0.17 0.11
H -1.934202 -2.747209 -0.754331 0.01 0.02 0.14 0.11
H -0.047311 0.879843 -1.961380 0.45 0.54 0.10 0.09
H -2.731673 -3.105351 -3.075453 0.61 0.68 0.19 0.13
H -0.691837 0.553112 -4.239784 -0.47 -0.41 -0.01 0.12
H 2.306329 2.417565 5.372176 -0.52 -0.16 -0.13 0.07
H 2.756445 3.117025 3.793560 -0.41 -0.70 0.05 0.10
H 3.540847 1.631110 4.427041 -0.57 0.34 -0.15 0.11
```
Forces are in eV/Å.

Summary:
Kohn-Sham gap ... 6.4557 eV
SMILES ... Cn1c(O)c(/N=N/c2ccc([N+](=O)[O-])cc2)sc1=S
HOMO ... -8.1 eV
Net charge ... 0

***

Entry 2:
Density functional theory data (the ωB97M-V functional and the def2-TZVPD basis) for a molecular structure, C3H5NO2 at a distorted geometry.

Geometry as XYZ:
```
11
Properties=species:S:1:pos:R:3:forces:R:3:lowdin_charge:R:1
C 0.661071 0.609182 0.077524 2.00 -0.69 -1.33 -0.25
C -1.471740 -0.418112 -0.124834 -2.80 0.16 0.44 -0.21
C -2.797135 -0.170664 -0.011667 0.99 0.70 0.70 0.03
H 3.161010 -0.985757 0.514608 -1.57 4.40 -3.83 0.25
H 1.230862 1.595683 -0.316215 -1.51 -2.36 1.25 0.19
H -1.160230 -1.451336 -0.278628 0.88 0.63 -0.30 0.12
H -3.153011 0.836492 0.430486 0.42 -1.86 -1.23 0.10
H -3.459209 -1.005105 -0.265710 0.01 0.59 0.41 0.05
N 1.285229 -0.520592 0.271085 0.55 3.77 -1.63 0.00
O 2.659016 -0.101509 -0.235119 1.30 -6.01 5.11 -0.24
O -0.655167 0.667976 0.031584 -0.26 0.66 0.40 -0.04
```
Forces are in eV/Å.

Summary:
Kohn-Sham gap ... 9.7533 eV
HOMO ... -9.1 eV
Net charge ... 0

***

Entry 3:
Density functional theory data (the ωB97M-V functional and the def2-TZVPD basis) for 3 unconnected molecules or ions with the total composition C2H10NO2S at a distorted geometry.

Geometry as XYZ:
```
16
Properties=species:S:1:pos:R:3:forces:R:3:lowdin_charge:R:1
C 0.948562 1.130981 -0.080467 1.29 -1.31 0.19 -0.40
C 1.467074 0.172349 -1.183688 -0.46 -0.19 0.73 -0.76
S 0.525773 -1.385728 -1.334043 -0.11 0.29 -0.55 0.15
N 0.825375 0.528531 1.264662 0.75 -0.68 -0.46 -0.06
H 1.797969 1.823649 -0.080604 -0.77 0.98 0.30 0.08
H -0.036921 1.487262 -0.325817 -0.13 0.70 -0.43 0.08
H 1.530493 0.801191 -2.070969 -0.14 -0.26 -0.47 0.03
H 2.486188 -0.112528 -0.922680 0.31 0.15 0.09 0.02
H 0.735187 -0.469878 1.046803 -0.78 -0.02 0.16 -0.01
H 1.749642 0.503372 1.686645 0.13 0.44 0.15 0.03
H -2.685094 -0.129316 5.465217 -0.09 -0.21 0.29 -0.13
H -3.312786 1.206719 5.375680 -0.22 0.50 0.05 -0.15
O -3.415699 0.381274 5.886024 0.21 -0.27 -0.14 -0.66
H -0.028252 -0.223943 -4.679519 -0.13 0.36 0.28 0.01
H -0.286595 -0.149315 -3.202151 0.03 0.04 0.29 -0.09
O -0.356814 0.403728 -4.014926 0.12 -0.51 -0.46 -0.16
```
Forces are in eV/Å.

Summary:
Spin multiplicity ... 2
Kohn-Sham gap (spin up / spin down) ... 1.9916 / 6.4958 eV
HOMO (spin up / spin down) ... 3.5 / -1.0 eV
Net charge ... -2

***

Number 1: molar mass 296.33 g/mol, electronic energy -1626.84850 a.u.. Number 2: molar mass 87.08 g/mol, electronic energy -322.36365 a.u.. Number 3: molar mass 112.17 g/mol, electronic energy -685.52074 a.u..